# 1
Density functional theory data (ωB97M-V/def2-TZVPD) for a 2-piece molecular cluster, H4NPSi overall.

Values from the calculation:
<S²>   2.0188
E_LUMO (spin up / spin down)   -1.29 / -2.22 eV
2S+1   3
DFT total energy   -18715.6555 eV
ΔE to the lowest compared entry with this formula, charge and spin   36.09 kcal/mol
Charge   0
Kohn-Sham gap (spin up / spin down)   0.300 / 0.262 hartree

Each line ends with the Löwdin spin population.
Atoms and positions in Å:
N (-0.517, 0.179, -0.934)  0.93
Si (-0.129, -0.295, 0.671)  0.13
P (1.329, 0.813, -2.372)  0.84
H (-0.567, 0.900, 1.517)  0.04
H (-0.890, -1.483, 0.984)  0.02
H (1.342, -0.436, 1.039)  0.00
H (2.069, 0.926, -1.068)  0.05

---

# 2
Density functional theory data (ωB97M-V/def2-TZVPD) for a 4-piece molecular cluster, C19H44ClIN3O9S3 overall.

Values from the calculation:
E_LUMO   -2.53 eV
DFT total energy   -96436.3919 eV
Charge   +1
Kohn-Sham gap   0.345 hartree

Each line ends with the Mulliken charge.
Atoms and positions in Å:
C (1.979, 5.644, 1.979)  -0.97
N (0.650, 5.564, 1.368)  -0.13
C (-0.237, 4.679, 1.679)  0.25
N (-0.001, 3.716, 2.584)  -0.15
C (-0.895, 2.544, 2.359)  0.06
C (-0.078, 1.324, 1.966)  -1.08
C (-0.691, -0.008, 2.429)  -0.64
C (-0.508, -1.086, 1.384)  -0.80
Cl (1.221, -1.312, 0.987)  -0.23
C (-1.694, 3.101, 1.176)  -0.51
C (-3.068, 2.534, 0.809)  -0.65
C (-4.282, 3.340, 1.292)  -0.74
C (-4.630, 3.183, 2.769)  -1.05
I (-3.515, 4.465, 4.079)  0.03
N (-1.483, 4.569, 1.166)  -0.17
H (1.928, 5.617, 3.056)  0.28
H (2.597, 4.847, 1.586)  0.39
H (2.462, 6.565, 1.698)  0.35
H (0.433, 6.266, 0.674)  0.28
H (0.061, 4.040, 3.542)  0.37
H (-1.524, 2.410, 3.229)  0.41
H (0.094, 1.273, 0.894)  0.52
H (0.895, 1.432, 2.427)  0.37
H (-0.167, -0.361, 3.310)  0.36
H (-1.756, 0.067, 2.637)  0.41
H (-0.892, -2.046, 1.702)  0.59
H (-1.032, -0.814, 0.474)  0.38
H (-1.080, 2.779, 0.329)  0.51
H (-3.115, 2.470, -0.271)  0.43
H (-3.122, 1.552, 1.262)  0.10
H (-4.236, 4.384, 1.003)  0.35
H (-5.141, 2.924, 0.768)  0.43
H (-5.656, 3.496, 2.886)  0.53
H (-4.592, 2.144, 3.068)  0.39
H (-1.496, 4.932, 0.215)  0.35
O (-0.305, -3.934, -5.308)  -0.66
S (-0.452, -4.869, -4.236)  1.17
O (-1.612, -4.834, -3.396)  -0.53
O (0.854, -4.821, -3.327)  -0.27
C (1.241, -3.549, -2.773)  -0.63
C (0.336, -3.106, -1.641)  -0.58
C (-0.244, -6.506, -4.845)  -0.99
H (1.284, -2.800, -3.565)  0.35
H (2.255, -3.688, -2.401)  0.29
H (-0.675, -2.911, -1.999)  0.32
H (0.717, -2.189, -1.180)  0.10
H (0.269, -3.881, -0.876)  0.32
H (0.650, -6.545, -5.460)  0.36
H (-1.125, -6.739, -5.440)  0.38
H (-0.173, -7.187, -4.001)  0.32
O (4.725, 5.206, 0.313)  -0.59
S (5.905, 6.005, 0.118)  1.19
O (6.009, 6.866, -1.014)  -0.60
O (7.175, 5.060, 0.191)  -0.28
C (7.240, 3.927, -0.707)  -0.32
C (7.529, 4.330, -2.139)  -0.98
C (6.238, 6.937, 1.574)  -1.00
H (6.319, 3.347, -0.633)  0.30
H (8.048, 3.304, -0.329)  0.28
H (6.711, 4.912, -2.563)  0.30
H (7.666, 3.444, -2.757)  0.39
H (8.428, 4.944, -2.191)  0.27
H (6.185, 6.281, 2.439)  0.32
H (5.478, 7.714, 1.638)  0.37
H (7.222, 7.387, 1.482)  0.36
O (-2.424, -7.510, 0.730)  -0.64
S (-3.757, -7.890, 0.374)  1.27
O (-3.997, -9.058, -0.412)  -0.61
O (-4.479, -6.642, -0.301)  -0.29
C (-3.847, -6.045, -1.456)  -0.31
C (-3.996, -6.911, -2.693)  -1.01
C (-4.754, -7.969, 1.824)  -0.95
H (-2.800, -5.833, -1.242)  0.33
H (-4.345, -5.091, -1.617)  0.27
H (-3.462, -7.854, -2.582)  0.30
H (-3.594, -6.398, -3.565)  0.34
H (-5.045, -7.150, -2.869)  0.32
H (-4.598, -7.070, 2.413)  0.31
H (-4.436, -8.848, 2.380)  0.38
H (-5.794, -8.071, 1.527)  0.32

---

Q: What is the charge in the first record?
A: 0

---

Q: What is the formula in the second record?
A: C19H44ClIN3O9S3